54
Properties=species:S:1:pos:R:3 method="wB97M-V/def2-TZVPD" charge=0 lumo_energy_ev=0.2810 max_force_ha_per_bohr=0.0644 gap_ev=6.99 de_lowest_kcal_mol=67.71
P -0.369 -2.343 -4.615
P 0.049 0.794 -5.646
C -0.752 -1.658 -6.370
C 0.210 -0.569 -6.868
H -1.796 -1.286 -6.338
H -0.705 -2.549 -7.012
H 1.267 -0.894 -6.962
H -0.081 -0.178 -7.859
C -1.468 1.665 -6.112
H -1.650 2.577 -5.530
H -2.362 1.031 -6.066
H -1.275 1.954 -7.153
C 1.288 1.932 -6.309
H 0.813 2.381 -7.188
H 2.171 1.346 -6.592
H 1.568 2.717 -5.598
C -1.313 -3.910 -4.808
H -1.230 -4.561 -3.914
H -0.872 -4.416 -5.679
H -2.369 -3.647 -4.987
C 1.282 -3.064 -4.958
H 2.026 -2.261 -5.045
H 1.176 -3.606 -5.907
H 1.550 -3.755 -4.142
Be -0.297 -2.879 -2.514
C 0.467 4.130 -1.361
C -0.765 4.239 -1.895
C -1.592 3.170 -2.569
C -1.191 1.720 -2.181
C -0.269 1.071 -3.129
C 1.041 1.378 -3.452
C 1.829 2.497 -2.881
C 1.405 2.965 -1.461
C 0.216 -4.335 -1.792
H 0.848 4.915 -0.702
H -1.283 5.204 -1.869
H -1.504 3.284 -3.666
H -2.666 3.293 -2.296
H -0.774 1.653 -1.162
H -2.112 1.111 -2.151
H -0.578 0.038 -3.359
H 1.603 0.526 -3.910
H 1.822 3.367 -3.554
H 2.892 2.190 -2.845
H 1.026 2.088 -0.926
H 2.336 3.259 -0.951
H 0.449 -4.159 -0.727
H 1.076 -4.860 -2.239
H -0.635 -5.020 -1.822
N -0.467 -1.562 -1.540
C -0.435 -0.989 -0.496
N -0.298 -0.630 0.685
C -0.266 0.106 1.741
N -0.209 0.691 2.754